This record from the OMol25 dataset describes a 11-piece molecular cluster, C30H68N3O16 overall at a distorted geometry. The level of theory is the ωB97M-V functional and the def2-TZVPD basis.

The geometry in XYZ format:
```
117
Properties=species:S:1:pos:R:3:forces:R:3
C -0.227 0.777 -0.509 -0.57 -2.16 -2.37
C 0.881 0.792 0.564 -0.04 1.57 -2.22
O 1.294 1.843 0.975 0.02 -2.26 0.58
N 1.564 -0.595 0.797 1.00 2.61 1.91
H 0.818 -1.261 0.748 -0.29 -1.50 -1.53
H 2.422 -0.704 0.176 -0.60 -0.64 -0.41
C 2.013 -0.728 2.206 -1.75 12.30 -1.33
H -0.414 -0.325 -0.989 1.10 2.57 0.92
H -0.021 1.565 -1.431 -0.50 -1.99 2.81
H -1.265 0.874 -0.106 0.94 0.71 -0.04
H 1.262 -0.268 2.848 -0.34 -0.67 -0.02
H 2.928 -0.148 2.520 -0.77 0.11 -1.39
H 2.295 -1.535 2.462 2.67 -11.45 2.67
N 1.214 -3.543 -0.585 5.79 3.54 -4.60
O 0.271 -2.698 -0.579 -2.00 -0.74 1.50
O 1.691 -3.841 -1.733 -2.64 -1.76 -0.09
O 2.119 -3.546 0.258 -1.62 -0.72 3.32
N 4.760 -1.736 -0.331 2.09 1.35 -1.37
O 3.929 -1.166 -1.139 -0.39 -0.57 2.56
O 5.792 -2.205 -0.900 -1.97 0.18 2.26
O 4.656 -1.621 0.973 -0.43 -0.34 -3.05
C -3.380 -4.378 -1.076 -5.27 1.26 1.56
C -3.360 -3.258 -2.150 1.20 0.10 5.19
C -4.519 -2.498 -2.517 -2.87 1.11 -1.27
O -2.468 -2.361 -1.598 -6.93 6.35 -0.26
H -4.296 -5.085 -1.089 0.73 1.39 -0.16
H -3.439 -3.783 -0.072 0.17 -1.35 -1.63
H -2.669 -5.116 -1.028 2.68 -0.93 -0.34
H -2.865 -3.511 -2.939 2.27 -2.65 -5.41
H -5.063 -3.306 -3.002 -1.24 0.47 -0.25
H -4.397 -1.626 -3.292 0.28 -1.76 1.51
H -5.076 -2.098 -1.643 0.18 -0.32 -0.50
H -1.699 -2.685 -1.471 8.86 -3.63 1.56
C -4.132 1.481 0.768 6.19 0.61 -3.72
C -4.481 0.645 -0.382 0.29 -0.64 -1.40
C -5.621 1.099 -1.216 -4.40 0.51 -1.51
O -3.369 0.337 -1.227 0.44 10.42 1.08
H -3.151 1.254 1.246 -0.76 -0.30 -0.40
H -4.764 1.702 1.433 -5.65 0.18 5.47
H -4.030 2.490 0.455 0.87 1.25 -1.07
H -4.681 -0.284 0.001 -1.24 -2.55 1.18
H -6.678 1.199 -0.736 1.95 -0.24 0.10
H -5.973 0.579 -2.167 1.26 -0.66 1.30
H -5.525 2.049 -1.693 0.84 1.24 0.24
H -3.387 -0.497 -1.319 0.43 -9.86 -1.23
C 0.295 -1.206 -4.198 1.85 -0.48 -1.19
C -0.290 0.243 -4.384 2.19 -2.89 -2.35
C -0.899 0.439 -5.815 -2.44 0.65 -0.58
O -1.114 0.410 -3.347 -2.33 1.99 1.76
H 0.738 -1.317 -3.163 -1.24 -0.28 -0.84
H 1.239 -1.163 -4.767 -0.08 -0.34 -0.24
H -0.210 -2.154 -4.647 0.25 1.83 1.23
H 0.621 0.854 -4.236 -0.69 0.34 -0.26
H -1.081 1.552 -6.121 -0.27 -1.84 1.03
H -1.889 -0.268 -6.114 2.40 2.04 1.36
H -0.231 0.166 -6.595 1.08 -0.63 -0.37
H -1.872 -0.130 -3.542 -0.80 -0.40 0.44
C -2.160 -0.239 5.505 1.01 -2.37 1.36
C -1.766 -1.454 4.681 2.63 4.29 -3.24
C -2.031 -1.222 3.139 5.75 -2.68 3.07
O -0.399 -1.751 4.821 1.66 -0.25 2.38
H -1.913 0.690 5.043 -0.07 0.66 -0.34
H -1.502 -0.375 6.456 -1.76 0.65 -1.05
H -3.222 -0.477 5.607 -0.09 1.15 0.79
H -2.261 -2.256 4.957 -2.88 -3.87 1.57
H -1.231 -0.598 2.742 0.71 -0.55 -0.09
H -2.741 -0.601 3.046 -6.25 3.93 -0.80
H -2.130 -2.157 2.676 -0.16 -0.97 -1.11
H -0.189 -1.821 5.824 -0.51 0.09 -2.61
C 4.663 -5.244 3.453 -3.17 -2.04 -0.79
C 4.709 -3.784 3.354 -0.45 1.07 -0.68
C 4.596 -3.117 4.710 -0.16 -3.57 1.03
O 5.913 -3.369 2.691 1.28 -4.84 3.81
H 4.735 -5.696 2.476 -0.49 -0.03 -0.66
H 3.723 -5.761 3.983 2.16 1.49 -0.86
H 5.569 -5.530 3.833 2.19 -1.02 1.90
H 3.907 -3.396 2.728 -0.38 -0.12 -0.11
H 3.405 -3.138 4.920 3.13 0.37 0.47
H 5.090 -2.241 4.451 0.10 2.48 0.61
H 5.441 -3.749 5.413 -2.93 1.77 -1.24
H 5.655 -2.673 2.210 -1.25 4.32 -3.59
C -4.024 4.661 -3.162 4.42 -4.80 6.44
C -2.914 3.532 -3.328 -1.02 -0.28 -0.81
C -1.759 4.158 -4.110 0.46 0.64 2.32
O -2.524 2.930 -2.070 -4.03 11.06 -0.07
H -4.538 4.937 -3.900 -3.60 1.97 -6.47
H -3.482 5.402 -2.724 1.40 2.86 0.83
H -4.691 4.424 -2.361 -0.70 -0.76 0.47
H -3.400 2.794 -4.014 0.60 -0.08 0.65
H -0.984 3.507 -4.353 1.18 -1.81 -0.28
H -1.188 4.971 -3.596 -0.99 -0.29 -0.05
H -2.109 4.497 -5.025 -0.86 1.00 -1.77
H -2.244 2.141 -2.118 3.11 -9.51 -1.26
C 1.073 2.263 6.077 -1.90 -0.62 1.99
C 1.211 2.337 4.605 4.68 1.35 -0.78
C 0.218 3.176 3.904 -1.14 2.27 -2.12
O 2.615 2.987 4.404 -0.31 -2.46 0.25
H 1.892 1.919 6.757 -0.06 0.45 -1.29
H 0.278 1.494 6.309 0.27 0.99 -0.07
H 0.741 3.271 6.403 0.14 -0.66 0.26
H 1.155 1.380 4.133 0.53 -0.85 -0.24
H -0.684 2.622 4.311 0.00 1.39 -1.08
H 0.266 3.262 2.645 -0.04 -0.97 3.73
H 0.267 4.318 4.186 -0.31 -2.33 0.03
H 3.329 2.301 4.654 -1.89 1.52 -0.60
C 3.657 1.583 -4.052 -4.88 -4.04 6.43
C 3.133 1.804 -2.607 2.51 0.78 -6.04
C 3.710 2.990 -1.873 -0.51 -0.63 4.74
O 3.442 3.187 -0.615 0.88 -0.54 -5.37
C 4.780 3.749 -2.548 3.62 -0.09 -4.94
C 5.325 3.413 -3.848 -4.24 -0.70 5.02
C 4.798 2.255 -4.571 1.09 0.54 -1.54
O 5.363 1.920 -5.613 -0.54 -0.07 0.56
H 3.256 0.505 -4.489 1.26 3.22 0.73
H 2.334 1.199 -2.161 0.57 0.21 -0.29
H 5.471 4.515 -2.166 -1.34 -0.11 1.00
H 6.071 3.879 -4.391 1.63 1.30 -0.34
```
Forces are in eV/Å.

The calculation puts the total energy at -69419.849 eV. The calculation puts the LUMO energy at -0.193 eV. The calculation puts the energy above the lowest of the compared OMol25 structures with the same formula, charge and spin at 20.6 kJ/mol. Its HOMO energy is -5.590 eV. As for the charge: -1.



This record from the OMol25 dataset describes C28H42Cl2IrNPS as an isolated structure at a distorted geometry. The level of theory is the ωB97M-V functional and the def2-TZVPD basis.

The geometry in XYZ format:
```
76
Properties=species:S:1:pos:R:3:forces:R:3
P 0.021 0.988 0.448 -0.25 0.09 -0.25
C -1.771 0.931 1.045 0.58 0.08 0.10
C -2.551 2.245 1.188 -0.24 -0.10 -0.05
C -3.889 1.990 1.894 0.07 -0.02 0.07
C -4.725 0.882 1.236 0.10 0.01 -0.09
C -3.918 -0.396 0.972 0.21 0.03 0.05
C -2.578 -0.121 0.273 -0.15 0.02 0.11
C -0.081 1.545 -1.341 0.11 -0.20 0.46
C -1.090 2.639 -1.681 0.03 0.00 -0.36
C -0.915 3.082 -3.140 0.00 -0.03 0.06
C -0.990 1.908 -4.129 -0.05 -0.05 0.08
C -0.101 0.721 -3.731 0.09 -0.03 0.19
C -0.244 0.322 -2.253 0.02 0.07 -0.19
C 0.583 2.585 1.230 -0.34 0.06 -0.15
C 0.558 2.434 2.759 0.22 0.11 -0.03
C 1.088 3.684 3.475 -0.08 -0.02 -0.13
C 2.460 4.134 2.955 0.00 -0.21 -0.05
C 2.506 4.243 1.426 -0.18 -0.08 -0.05
C 1.971 2.993 0.711 0.05 0.00 0.21
H -1.607 0.533 2.065 -0.22 0.01 -0.21
H -2.744 2.697 0.207 0.00 -0.15 0.27
H -1.974 2.984 1.759 -0.17 -0.15 -0.08
H -4.463 2.924 1.924 -0.01 -0.13 0.09
H -3.677 1.703 2.934 -0.06 0.03 -0.08
H -5.574 0.644 1.887 0.01 0.05 -0.14
H -5.142 1.250 0.288 0.08 0.01 0.08
H -3.708 -0.889 1.930 -0.02 0.01 -0.12
H -4.505 -1.096 0.365 0.00 0.05 0.14
H -1.999 -1.054 0.193 -0.11 0.20 0.01
H -2.770 0.229 -0.753 0.02 -0.01 0.22
H 0.930 1.951 -1.517 -0.18 -0.16 -0.09
H 0.063 3.577 -3.237 -0.11 -0.05 -0.01
H -0.978 3.510 -1.018 -0.04 -0.20 -0.15
H -2.110 2.254 -1.542 0.23 0.05 -0.13
H -1.682 3.827 -3.385 0.14 -0.04 -0.07
H -0.695 2.262 -5.124 -0.12 -0.07 0.06
H -2.031 1.566 -4.209 0.09 0.06 0.07
H -0.336 -0.150 -4.355 0.10 0.15 -0.02
H 0.951 0.981 -3.917 -0.10 -0.05 0.01
H 0.508 -0.437 -1.985 -0.23 0.19 -0.12
H -1.231 -0.133 -2.091 0.18 0.06 -0.06
H -0.143 3.365 0.930 0.33 -0.03 0.23
H -0.465 2.226 3.104 0.23 0.02 -0.06
H 1.163 1.560 3.045 -0.06 0.11 -0.09
H 0.368 4.503 3.340 0.05 -0.05 0.00
H 1.142 3.480 4.551 0.01 0.12 -0.09
H 3.219 3.414 3.286 -0.06 0.04 -0.04
H 2.721 5.103 3.396 0.04 -0.10 0.01
H 3.533 4.429 1.090 -0.09 0.07 0.08
H 1.904 5.106 1.113 0.04 -0.04 0.03
H 1.925 3.201 -0.366 0.04 -0.05 0.26
H 2.672 2.154 0.838 -0.13 0.10 0.02
Ir 1.740 -2.712 0.578 -0.57 1.45 0.96
Cl 2.982 -1.363 -0.723 1.30 1.50 -1.29
Cl 0.207 -2.787 2.216 -1.56 -0.05 1.54
C 1.899 -4.343 -0.414 -0.56 -2.60 -2.30
H 2.791 -4.986 -0.325 -0.21 -0.03 -0.23
C 0.948 -4.693 -1.451 1.22 -0.09 1.06
C 1.183 -5.675 -2.461 -0.50 0.35 0.07
C 0.245 -5.853 -3.464 -0.16 0.03 0.11
C -0.959 -5.123 -3.463 0.09 -0.01 -0.09
C -1.215 -4.198 -2.440 0.32 -0.10 0.20
C -0.272 -3.986 -1.439 -0.87 -0.14 -0.82
H 2.095 -6.271 -2.430 -0.14 0.22 -0.05
H 0.437 -6.575 -4.259 -0.09 0.12 0.15
H -2.155 -3.647 -2.419 0.14 -0.12 -0.05
H -0.465 -3.287 -0.616 0.00 -0.28 -0.44
H -1.690 -5.281 -4.252 0.11 0.02 0.09
S 5.710 -4.112 2.460 -1.22 -0.32 0.31
C 4.376 -4.918 3.264 -0.61 0.14 -0.58
C 3.165 -4.581 2.707 1.68 0.96 -0.41
N 3.298 -3.602 1.715 2.82 -0.18 0.90
C 4.580 -3.294 1.456 -1.89 -1.00 0.77
H 4.498 -5.612 4.081 0.28 0.01 -0.09
H 2.179 -4.966 2.949 0.22 0.24 -0.01
H 4.824 -2.618 0.649 0.11 0.11 0.14
```
Forces are in eV/Å.

The calculation puts the total energy at -79215.522 eV. The calculation puts the LUMO energy (alpha / beta) at 2.313 / 2.274 eV. The expectation value of S² is 6.03. The calculation puts the energy above the lowest of the compared OMol25 structures with the same formula, charge and spin at 0.0 kJ/mol. Its HOMO energy (alpha / beta) is -1.810 / -3.980 eV. The spin multiplicity is 5. As for the charge: -1.



This record from the OMol25 dataset describes C9H27InO12P3 as an isolated structure at a distorted geometry. The level of theory is the ωB97M-V functional and the def2-TZVPD basis.

The geometry in XYZ format:
```
52
Properties=species:S:1:pos:R:3:forces:R:3
In 12.304 24.106 14.906 -0.01 0.03 0.01
C 8.095 24.399 8.551 1.30 1.93 0.18
O 7.397 23.236 8.697 -0.25 -4.63 1.73
P 8.022 21.949 9.599 0.76 0.59 -0.83
O 8.985 22.350 10.664 -0.99 -0.38 -1.42
O 8.622 20.893 8.466 -0.35 1.22 1.19
C 9.891 20.232 8.563 0.67 1.03 -0.57
O 6.766 21.093 10.091 0.50 1.30 -0.84
C 7.052 20.059 11.016 0.12 -1.51 0.76
H 7.633 25.204 9.122 -0.74 0.21 0.08
H 8.088 24.716 7.509 0.06 -0.15 -0.04
H 9.080 24.412 9.018 0.34 -0.51 -0.33
H 10.509 20.483 7.701 -0.41 0.12 -0.89
H 9.765 19.153 8.467 -0.21 -0.01 0.56
H 10.558 20.662 9.310 -0.65 -0.55 0.88
H 6.693 19.086 10.682 -0.37 0.21 -0.71
H 6.509 20.199 11.951 0.13 0.57 0.03
H 8.115 19.895 11.192 0.04 0.54 0.14
C 18.682 29.732 14.953 -0.29 -0.47 -1.54
O 18.601 29.587 16.315 -1.39 -0.19 3.01
P 17.177 29.400 17.098 -0.44 1.13 0.27
O 16.397 28.322 16.380 0.84 1.78 1.25
O 16.500 30.898 17.171 1.28 -2.14 -0.49
C 17.123 31.916 18.022 0.06 -0.56 0.78
O 17.611 29.152 18.629 -0.58 -0.68 -2.56
C 18.457 27.983 18.774 1.68 0.00 1.32
H 18.831 30.783 14.703 0.33 0.17 -0.13
H 17.763 29.377 14.487 0.09 0.09 -0.25
H 19.527 29.108 14.663 0.15 0.33 -0.42
H 17.831 31.427 18.691 0.00 0.18 -0.06
H 16.326 32.325 18.642 -0.03 0.16 -0.25
H 17.636 32.691 17.452 -0.37 -0.16 -0.36
H 18.498 27.228 17.989 -0.87 0.27 -0.20
H 18.284 27.543 19.756 -0.52 -0.03 -0.25
H 19.478 28.355 18.847 0.12 0.16 -0.10
C 9.013 19.877 20.776 -0.32 1.42 -0.55
O 7.800 19.635 20.030 -0.30 -0.72 -2.13
P 7.652 19.510 18.373 0.05 -0.18 1.86
O 8.505 20.423 17.587 0.20 -0.57 0.49
O 7.942 17.904 18.118 -3.58 3.48 -0.17
C 9.098 17.333 18.451 3.00 -0.83 -0.28
O 6.138 19.732 18.080 0.66 -0.66 0.24
C 5.187 18.698 18.368 -1.33 -1.24 1.00
H 9.620 20.518 20.136 0.47 -0.24 0.11
H 9.558 18.999 21.123 -0.30 -0.34 -0.27
H 8.710 20.485 21.629 -0.05 -0.30 0.09
H 9.227 16.582 17.672 0.59 -0.49 0.65
H 9.168 16.980 19.480 -0.55 -0.70 0.24
H 9.918 18.051 18.450 0.37 0.18 -0.39
H 4.519 18.488 17.532 0.58 0.23 -0.30
H 4.521 18.919 19.201 0.23 0.91 0.01
H 5.655 17.781 18.728 0.27 -0.03 -0.54
```
Forces are in eV/Å.

The calculation puts the total energy at -67351.256 eV. The calculation puts the LUMO energy at -15.218 eV. The calculation puts the energy above the lowest of the compared OMol25 structures with the same formula, charge and spin at 243.0 kJ/mol. Its HOMO energy is -16.229 eV. As for the charge: +3.



This record from the OMol25 dataset describes a 8-piece molecular cluster, H16O8 overall. The level of theory is the ωB97M-V functional and the def2-TZVPD basis.

The geometry in XYZ format:
```
24
Properties=species:S:1:pos:R:3:forces:R:3
O -25.775 12.476 -8.305 -0.19 0.21 -0.23
H -26.482 13.106 -8.106 -0.04 -0.14 -0.01
H -25.162 12.975 -8.857 0.13 -0.06 0.15
O -28.045 14.255 -7.687 0.03 0.32 0.07
H -27.882 14.612 -6.803 -0.05 -0.16 -0.06
H -28.850 14.697 -7.985 0.13 -0.03 0.00
O -22.762 13.743 -7.322 0.06 0.05 -0.41
H -23.071 13.860 -8.238 0.08 0.02 0.57
H -22.026 13.123 -7.372 -0.14 0.00 0.08
O -25.553 13.314 -12.066 -0.09 -0.04 0.18
H -24.947 13.202 -11.321 -0.02 0.07 -0.11
H -26.385 12.930 -11.767 0.09 -0.01 -0.07
O -30.176 12.229 -7.638 0.11 0.21 -0.22
H -29.312 12.608 -7.863 -0.22 -0.21 0.17
H -30.690 12.270 -8.453 0.05 -0.10 0.09
O -23.610 14.294 -10.044 0.20 0.03 -0.18
H -23.794 15.167 -10.420 -0.09 -0.11 0.12
H -22.675 14.138 -10.234 -0.17 0.02 -0.11
O -26.445 16.593 -9.674 0.08 -0.12 0.06
H -26.640 16.976 -8.812 0.06 -0.02 -0.06
H -26.354 15.648 -9.503 -0.12 0.08 0.01
O -24.475 9.974 -7.468 -0.09 -0.09 0.08
H -25.203 10.610 -7.425 0.25 0.05 -0.11
H -24.131 10.070 -8.360 -0.06 0.01 0.01
```
Forces are in eV/Å.

The calculation puts the total energy at -16639.799 eV. The calculation puts the LUMO energy at -0.189 eV. Its SMILES is O.O.O.O.O.O.O.O. The calculation puts the energy above the lowest of the compared OMol25 structures with the same formula, charge and spin at 213.4 kJ/mol. Its HOMO energy is -10.744 eV. As for the charge: 0.



This record from the OMol25 dataset describes a 15-piece molecular cluster, H30O15 overall at a distorted geometry. The level of theory is the ωB97M-V functional and the def2-TZVPD basis.

The geometry in XYZ format:
```
45
Properties=species:S:1:pos:R:3:forces:R:3
O -1.205 1.436 1.592 -0.27 1.66 0.50
H -0.809 1.091 2.378 0.46 -0.02 0.98
H -1.265 0.678 1.047 -0.76 -1.46 -1.44
O -0.597 1.618 -2.196 0.58 -0.30 -0.56
H 0.360 1.753 -2.175 -0.17 0.35 -0.16
H -0.733 0.854 -2.787 -0.22 0.19 0.08
O -0.147 -0.283 -0.352 -0.76 -1.73 0.36
H 0.619 -0.348 0.198 0.96 0.18 0.09
H -0.169 0.572 -0.745 -0.10 1.20 -0.48
O -3.014 0.251 -0.955 1.03 0.76 -0.38
H -2.775 1.214 -0.967 -0.90 -1.05 0.50
H -2.368 -0.106 -1.609 -1.16 -0.20 0.77
O 0.562 2.879 0.299 -0.47 -1.41 -0.53
H 0.511 3.632 0.852 0.39 1.56 0.63
H -0.160 2.342 0.751 0.39 -0.02 -0.40
O 2.472 0.940 -0.425 0.96 -0.82 -0.03
H 3.220 1.162 0.135 0.35 -0.12 0.07
H 1.947 1.723 -0.404 -1.16 1.40 0.15
O -2.821 2.890 -1.244 0.48 0.44 -0.76
H -2.063 2.611 -1.801 -0.03 0.45 0.49
H -3.521 2.960 -1.900 -0.33 0.05 0.17
O -2.300 -2.985 -0.276 -0.30 -1.54 -0.86
H -3.010 -3.416 0.200 -0.35 -0.34 -0.22
H -2.126 -2.258 0.299 0.43 1.59 0.37
O 1.557 1.694 2.724 -0.21 0.41 0.83
H 2.030 1.258 3.441 -0.09 0.07 -0.17
H 1.849 1.308 1.899 0.05 -0.10 -0.33
O 0.941 -1.228 2.490 0.65 0.03 -1.06
H 1.018 -1.298 3.437 0.06 -0.34 0.50
H 1.473 -1.921 2.064 -0.41 -0.03 0.57
O 2.458 -1.763 -0.711 -0.09 -0.40 -0.78
H 2.421 -2.303 0.069 0.20 -0.26 0.33
H 2.735 -0.872 -0.496 0.02 0.42 0.26
O -1.749 -1.376 1.729 1.17 -0.49 0.94
H -1.796 -2.252 2.171 0.12 0.88 -0.23
H -0.771 -1.184 1.676 -1.54 -0.52 0.11
O -1.788 -0.909 -2.984 0.62 0.27 -0.76
H -2.186 -1.631 -3.460 -0.84 -0.17 -0.34
H -1.016 -1.371 -2.649 0.69 -0.42 0.82
O 0.385 -2.656 -2.414 -0.71 -0.21 -0.21
H 0.992 -1.952 -2.174 0.50 0.03 0.17
H 0.379 -2.763 -3.369 0.39 0.04 -0.02
O 3.716 -0.065 1.893 1.31 -0.05 -0.88
H 3.863 0.529 2.610 0.64 0.80 0.75
H 2.898 -0.453 2.127 -1.56 -0.82 0.19
```
Forces are in eV/Å.

The calculation puts the total energy at -31199.595 eV. The calculation puts the LUMO energy at -0.672 eV. The calculation puts the energy above the lowest of the compared OMol25 structures with the same formula, charge and spin at 199.8 kJ/mol. Its HOMO energy is -9.059 eV. As for the charge: 0.



Question: Which of these has the highest total energy?
Answer: H16O8



Question: Which value of charge does entry 1 give?
Answer: -1